No. 1
Molecular formula: C2H4N2O2S
Method: DFT, the ωB97M-V functional and the def2-TZVPD basis

The geometry in ORCA input format:
```
! wB97M-V def2-TZVPD RIJCOSX def2/J DEFGRID3
* xyz 0 1
C 0.62527 0.23863 0.01079
C -0.88827 0.52886 0.07690
H 2.30371 1.27859 -0.53599
H 0.81393 2.18844 -0.36193
H 2.78253 -1.73401 -0.07658
H -1.11616 -1.67271 0.61572
N 1.39859 1.42016 -0.04865
N 1.09950 -0.94779 0.02740
O 2.52978 -0.85446 0.06532
O -1.26967 1.65470 0.13420
S -1.92334 -0.89836 -0.10092
*
```

LUMO energy = 0.10 eV
ΔE to the lowest compared entry with this formula, charge and spin = 1.796 eV
Gap between HOMO and LUMO = 9.56 eV
E_HOMO = -9.462 eV
Structure (SMILES) = N/C(=N\O)C(=O)S
Calculated total energy = -736.73891 Ha
F_max = 2.36 eV Å⁻¹

Results of the Löwdin charge analysis, in e, for atoms 1 through 5: atom 1 (C): -0.39, atom 2 (C): -0.73, atom 3 (H): 0.11, atom 4 (H): 0.09, atom 5 (H): 0.06



No. 2
Molecular formula: C27H32N6V
Method: DFT, the ωB97M-V functional and the def2-TZVPD basis

The geometry in ORCA input format:
```
! wB97M-V def2-TZVPD RIJCOSX def2/J DEFGRID3
* xyz 0 4
V -0.24508 -0.18895 0.32989
C 2.08908 2.16710 -1.46053
C 1.55969 3.26979 -0.53830
C 0.57098 2.85710 0.56280
N -0.42847 1.88529 0.14134
C -1.43715 2.23385 -0.62251
C -1.71324 3.57887 -0.99363
C -2.53042 4.09976 -1.97294
C -3.34880 3.47356 -2.90863
C -3.60742 2.11776 -2.94974
C -3.21604 1.09121 -2.10079
C -2.36468 1.08496 -0.97370
N -2.23436 0.03783 -0.16416
C -3.20537 -1.05255 -0.20404
C -2.67052 -2.33648 -0.85016
C -1.49678 -2.96078 -0.08567
N -0.27525 -2.16928 -0.18706
C 0.71826 -2.53899 -0.97317
C 0.60142 -3.58742 -1.92169
C 1.54917 -4.22803 -2.69480
C 2.92776 -4.08148 -2.75023
C 3.65521 -3.14325 -2.03978
C 3.25076 -2.10959 -1.21197
C 1.96305 -1.68577 -0.80211
N 1.75015 -0.58104 -0.10908
C 2.84697 0.32760 0.20696
C 3.21478 1.28246 -0.92436
H 2.45824 2.65109 -2.36792
H 1.25565 1.53875 -1.78607
H 1.07912 4.02217 -1.16793
H 2.40123 3.77411 -0.04876
H 0.10232 3.75737 0.97311
H 1.11113 2.40139 1.39489
H -1.14516 4.31548 -0.44136
H -2.49676 5.18346 -2.04393
H -3.82537 4.09898 -3.65180
H -4.25108 1.79241 -3.76234
H -3.61237 0.11838 -2.35897
H -4.13431 -0.73726 -0.68117
H -3.45485 -1.28961 0.83675
H -2.36631 -2.13145 -1.88214
H -3.48577 -3.06480 -0.89098
H -1.33237 -3.99544 -0.38760
H -1.76688 -2.98982 0.97591
H -0.41215 -3.93266 -2.07196
H 1.13649 -4.99269 -3.34710
H 3.47471 -4.75225 -3.39916
H 4.73186 -3.19700 -2.17534
H 4.06093 -1.49680 -0.84468
H 3.73734 -0.21841 0.53375
H 2.53039 0.90524 1.08021
H 3.61499 0.69595 -1.75622
H 4.03610 1.91477 -0.56626
N -0.12341 -0.32749 6.55036
C -0.11452 -0.27848 5.17542
C -1.10187 0.40475 4.46514
C -1.07937 0.39158 3.08900
N -0.14010 -0.24645 2.36690
C 0.80040 -0.90967 3.05785
C 0.85390 -0.95279 4.43294
H -0.65427 0.37468 7.03600
H 0.73248 -0.58682 7.00905
H -1.89155 0.94086 4.97671
H -1.83325 0.91043 2.50975
H 1.53549 -1.42338 2.45025
H 1.64523 -1.51209 4.91579
*
```

LUMO energy (alpha / beta) = 0.50 / 0.50 eV
ΔE to the lowest compared entry with this formula, charge and spin = 0.000 eV
Gap between HOMO and LUMO (alpha / beta) = 6.05 / 7.16 eV
E_HOMO (alpha / beta) = -5.548 / -6.663 eV
Calculated total energy = -2320.60407 Ha
F_max = 0.97 eV Å⁻¹

Results of the Löwdin charge analysis, in e, for atoms 1 through 5: atom 1 (V): 0.78, atom 2 (C): -0.20, atom 3 (C): -0.17, atom 4 (C): -0.22, atom 5 (N): -0.07



No. 3
Molecular formula: C6H14O2
Method: DFT, the ωB97M-V functional and the def2-TZVPD basis

The geometry in ORCA input format:
```
! wB97M-V def2-TZVPD RIJCOSX def2/J DEFGRID3
* xyz 0 1
C 2.39157 0.61065 -0.75907
O 3.54650 -0.06909 -0.48927
C 1.24773 -0.22263 -0.14363
C 1.00407 -0.11929 1.43014
C 0.17582 1.17957 1.85566
C -2.05169 2.11071 1.38208
C -1.28466 1.00564 1.63857
H 2.54358 1.60251 -0.18917
H 2.26409 0.76329 -1.84321
H 3.60315 -0.74887 0.10335
H 0.39290 0.39454 -0.46706
H 1.31028 -1.22087 -0.49553
H 0.43167 -1.16731 1.62544
H 1.85684 -0.02419 1.95035
H 0.32617 1.31697 2.99132
H 0.51676 2.00021 1.26140
H -1.43396 2.95623 1.78697
H -3.07836 2.31646 1.20974
H -1.53364 -0.05726 1.48089
H -4.97350 -2.71890 -3.79225
H -4.85438 -4.33191 -3.59575
O -4.33008 -3.48952 -3.81685
*
```

LUMO energy = 0.94 eV
ΔE to the lowest compared entry with this formula, charge and spin = 3.743 eV
Gap between HOMO and LUMO = 10.39 eV
E_HOMO = -9.450 eV
Structure (SMILES) = C=CCCCCO.O
Calculated total energy = -387.36995 Ha
F_max = 5.13 eV Å⁻¹

Results of the Löwdin charge analysis, in e, for atoms 1 through 5: atom 1 (C): -0.29, atom 2 (O): -0.05, atom 3 (C): -0.17, atom 4 (C): -0.17, atom 5 (C): -0.23



No. 4
Molecular formula: CH4FINP
Method: DFT, the ωB97M-V functional and the def2-TZVPD basis

The geometry in ORCA input format:
```
! wB97M-V def2-TZVPD RIJCOSX def2/J DEFGRID3
* xyz 0 1
C 0.70908 0.79382 -0.03468
N 0.65395 -0.16071 -0.99645
F -0.67592 -1.88659 1.25419
P -1.43735 -1.57440 -0.12692
I -2.61061 0.51254 0.30795
H 1.39720 1.53582 -0.40237
H -0.32845 1.27190 -0.06211
H 1.03938 0.60950 0.95359
H 1.25271 -1.10186 -0.89321
*
```

LUMO energy (alpha / beta) = -0.87 / -0.49 eV
ΔE to the lowest compared entry with this formula, charge and spin = 3.234 eV
Gap between HOMO and LUMO (alpha / beta) = 8.37 / 7.83 eV
E_HOMO (alpha / beta) = -9.246 / -8.324 eV
Calculated total energy = -834.09276 Ha
F_max = 6.11 eV Å⁻¹

Results of the Löwdin charge analysis, in e, for atoms 1 through 5: atom 1 (C): -0.41, atom 2 (N): -0.13, atom 3 (F): -0.48, atom 4 (P): 0.46, atom 5 (I): 0.42



No. 5
Molecular formula: CN3O2S
Method: DFT, the ωB97M-V functional and the def2-TZVPD basis

The geometry in ORCA input format:
```
! wB97M-V def2-TZVPD RIJCOSX def2/J DEFGRID3
* xyz -1 1
C -0.89721 -2.10308 -0.23996
N -1.01701 -2.90056 0.57987
N 0.48449 0.30505 0.31122
N 0.62505 1.53123 0.23217
O 0.14985 2.41230 -0.45692
O 1.55043 1.74474 1.10410
S -0.89561 -0.98969 -1.53048
*
```

LUMO energy (alpha / beta) = 1.96 / 1.94 eV
ΔE to the lowest compared entry with this formula, charge and spin = 2.077 eV
Gap between HOMO and LUMO (alpha / beta) = 6.90 / 6.87 eV
E_HOMO (alpha / beta) = -4.944 / -4.935 eV
Calculated total energy = -750.90516 Ha
F_max = 2.15 eV Å⁻¹

Results of the Löwdin charge analysis, in e, for atoms 1 through 5: atom 1 (C): -0.95, atom 2 (N): 0.00, atom 3 (N): 0.19, atom 4 (N): -0.66, atom 5 (O): -0.01



No. 6
Molecular formula: C4H14O2S
Method: DFT, the ωB97M-V functional and the def2-TZVPD basis

The geometry in ORCA input format:
```
! wB97M-V def2-TZVPD RIJCOSX def2/J DEFGRID3
* xyz 0 1
C -0.13018 2.29203 -1.50725
C 0.21492 1.35727 -0.30616
C -1.11351 0.77709 0.30076
C -0.83057 -0.22975 1.33323
S -2.47562 -0.88193 1.81592
H 0.46910 3.17906 -1.54888
H -0.15600 1.70767 -2.45589
H -1.14437 2.66911 -1.33667
H 0.80293 1.97874 0.49013
H 0.90269 0.53101 -0.61923
H -1.79834 0.38486 -0.63212
H -1.74117 1.53796 0.70237
H -0.28821 0.22754 2.27926
H -0.05937 -1.13546 1.01885
H -2.28786 -2.12970 1.73293
H 2.93026 -1.57177 1.36938
H 2.62911 -1.89913 0.04244
O 2.75802 -1.05865 0.57474
H 0.32649 -1.84858 -0.66189
H 0.19383 -3.25762 -1.52111
O 0.79783 -2.62975 -1.07082
*
```

LUMO energy = 0.49 eV
ΔE to the lowest compared entry with this formula, charge and spin = 1.516 eV
Gap between HOMO and LUMO = 9.54 eV
E_HOMO = -9.047 eV
Structure (SMILES) = CCCCS.O.O
Calculated total energy = -709.40994 Ha
F_max = 3.95 eV Å⁻¹

Results of the Löwdin charge analysis, in e, for atoms 1 through 5: atom 1 (C): -0.12, atom 2 (C): -0.26, atom 3 (C): -0.39, atom 4 (C): -0.60, atom 5 (S): 0.72



No. 7
Molecular formula: C23H38BrCl2FN2O3
Method: DFT, the ωB97M-V functional and the def2-TZVPD basis

The geometry in ORCA input format:
```
! wB97M-V def2-TZVPD RIJCOSX def2/J DEFGRID3
* xyz 0 1
C 0.90389 -3.88152 0.40712
C 0.19019 -4.59629 -0.71383
Cl 0.62883 -6.29961 -0.91245
C -0.71485 -4.06741 -1.52191
Cl -1.49062 -5.06064 -2.75416
C -1.05356 -2.62363 -1.35014
C -2.22076 -2.17398 -0.92444
C -3.37509 -3.11016 -0.60268
C -4.43578 -2.48941 0.32091
F -3.88080 -1.77666 1.37635
C -2.32528 -0.65381 -0.78128
O -3.29607 -0.04265 -1.06579
C -1.04051 0.01049 -0.25613
O -1.09485 1.00682 0.65653
C 0.12444 -0.44670 -0.69455
Br 1.82849 0.20455 -0.12925
C 0.03808 -1.59577 -1.69751
O 0.70381 -1.68527 -2.66835
H 0.79927 -2.78819 0.38736
H 0.48674 -4.22905 1.36835
H 1.97790 -4.11885 0.42656
H -2.99744 -4.08242 -0.25473
H -3.89121 -3.31722 -1.56127
H -5.15996 -1.87887 -0.23698
H -5.00979 -3.32485 0.76001
H -0.40639 1.65538 0.43932
C 6.13702 -1.81846 5.56382
C 6.03928 -1.85543 4.04566
N 4.73541 -2.27219 3.55982
C 4.72177 -2.58981 2.14146
C 5.01033 -1.45759 1.15100
C 3.59961 -1.50246 4.04119
C 3.58902 0.00624 3.77281
H 5.85096 -2.77739 5.99950
H 7.16529 -1.60698 5.86258
H 5.50709 -1.03889 5.99596
H 6.78456 -2.57227 3.68883
H 6.33397 -0.87372 3.64619
H 3.75779 -3.04160 1.88741
H 5.45870 -3.38173 1.97023
H 4.16629 -0.77490 1.06365
H 5.18537 -1.87618 0.15689
H 5.89808 -0.88426 1.42192
H 3.52065 -1.65334 5.12171
H 2.67911 -1.93908 3.64249
H 4.55162 0.47442 3.98492
H 2.84631 0.48671 4.41413
H 3.31234 0.23374 2.74377
C -4.92022 5.65201 -4.18204
C -4.49296 4.91867 -2.91861
N -3.75825 3.69414 -3.18034
C -3.60511 2.84757 -2.00505
C -2.78194 3.39739 -0.83668
C -2.57680 3.82677 -4.01584
C -1.47377 4.78569 -3.55359
H -5.48726 4.99561 -4.84457
H -5.55851 6.49807 -3.92030
H -4.06625 6.04890 -4.73398
H -5.40258 4.66262 -2.36751
H -3.92549 5.61206 -2.27974
H -3.18775 1.88901 -2.30877
H -4.60583 2.61210 -1.62894
H -1.71267 3.38669 -1.05349
H -2.93387 2.77070 0.04348
H -3.07310 4.41391 -0.56620
H -2.89932 4.14005 -5.01330
H -2.14077 2.83636 -4.17489
H -1.87007 5.74186 -3.20795
H -0.79919 4.99640 -4.38702
H -0.86756 4.35430 -2.75768
*
```

LUMO energy = -0.97 eV
Gap between HOMO and LUMO = 6.99 eV
E_HOMO = -7.968 eV
Structure (SMILES) = C/C(Cl)=C(/Cl)C1=C(CCF)C(=O)C(O)=C(Br)C1=O.CCN(CC)CC.CCN(CC)CC
Calculated total energy = -4828.57653 Ha
F_max = 1.98 eV Å⁻¹

Results of the Löwdin charge analysis, in e, for atoms 1 through 5: atom 1 (C): -0.07, atom 2 (C): -0.68, atom 3 (Cl): 0.64, atom 4 (C): -0.64, atom 5 (Cl): 0.67



- Number 6 is which compound?
  C4H14O2S